Entry i
The following is a quantum chemistry calculation of 2 unconnected molecules or ions with the total composition C4H11S2, from the Open Molecules 2025 dataset.

Spin multiplicity: 1
Total charge: -1

Each atom is followed by the atoms it is bonded to, with distances in Å.
Positions of all 17 atoms, in Å:
1 C 1.28 -1.78 -0.05  S2 1.802, H4 1.089, H5 1.090, H6 1.097
2 S 1.58 -1.65 1.72  C1 1.802, C3 1.804
3 C 0.32 -0.43 2.17  S2 1.804, H7 1.078, H8 1.098, H9 1.080
4 H 1.79 -0.97 -0.56  C1 1.089
5 H 0.23 -1.79 -0.34  C1 1.090
6 H 1.73 -2.72 -0.37  C1 1.097
7 H -0.68 -0.84 2.18  C3 1.078
8 H 0.52 -0.06 3.18  C3 1.098
9 H 0.43 0.40 1.49  C3 1.080
10 C -1.14 2.47 -2.64  C11 1.526, H13 1.091, H14 1.091, H15 1.096
11 C -0.49 1.69 -1.49  C10 1.526, S12 1.828, H16 1.097, H17 1.102
12 S -1.60 0.50 -0.65  C11 1.828
13 H -1.71 3.30 -2.23  C10 1.091
14 H -1.80 1.79 -3.18  C10 1.091
15 H -0.39 2.79 -3.37  C10 1.096
16 H 0.02 2.32 -0.75  C11 1.097
17 H 0.37 1.13 -1.89  C11 1.102

These are the natural (NBO) partial charges, in e, on atoms 1 to 5: C -0.7512; S 0.1216; C -0.7304; H 0.2071; H 0.2651

Entry ii
The following is a quantum chemistry calculation of 2 unconnected molecules or ions with the total composition C4H11S2, from the Open Molecules 2025 dataset.

Spin multiplicity: 1
Total charge: -1

Each atom is followed by the atoms it is bonded to, with distances in Å.
Positions of all 17 atoms, in Å:
1 C -0.72 -1.55 1.24  S2 1.783, H4 1.103, H5 1.138, H6 1.120
2 S -2.02 -0.36 1.54  C1 1.783, C3 1.717
3 C -1.05 0.95 2.07  S2 1.717, H7 1.136, H8 1.090, H9 1.152
4 H -0.85 -2.19 0.35  C1 1.103
5 H -0.74 -2.19 2.18  C1 1.138
6 H 0.10 -0.80 1.11  C1 1.120
7 H -0.17 0.78 2.77  C3 1.136
8 H -0.49 1.37 1.23  C3 1.090
9 H -1.67 1.75 2.62  C3 1.152
10 C 1.10 0.51 -2.62  C11 1.545, H13 1.159, H14 1.169, H15 1.173
11 C 0.80 0.01 -1.18  C10 1.545, S12 1.791, H16 1.096, H17 1.144
12 S 2.15 0.28 -0.04  C11 1.791
13 H 1.98 0.01 -3.18  C10 1.159
14 H 1.11 1.67 -2.54  C10 1.169
15 H 0.25 0.33 -3.41  C10 1.173
16 H 0.43 -1.02 -1.24  C11 1.096
17 H -0.22 0.44 -0.89  C11 1.144

These are the natural (NBO) partial charges, in e, on atoms 1 to 5: C -0.7904; S 0.1738; C -0.8232; H 0.2201; H 0.2031

Entry iii
The following is a quantum chemistry calculation of 2 unconnected molecules or ions with the total composition C4H11S2, from the Open Molecules 2025 dataset.

Spin multiplicity: 1
Total charge: -1

Each atom is followed by the atoms it is bonded to, with distances in Å.
Positions of all 17 atoms, in Å:
1 C 0.19 -0.36 -3.01  S2 1.818, H4 1.143, H5 1.175, H6 1.070
2 S -1.35 -1.22 -2.58  C1 1.818, C3 1.785
3 C -1.52 -1.30 -0.80  S2 1.785, H7 1.026, H8 1.078, H9 1.234
4 H 0.16 0.73 -2.65  C1 1.143
5 H 1.06 -0.92 -2.45  C1 1.175
6 H 0.28 -0.50 -4.07  C1 1.070
7 H -1.26 -0.47 -0.25  C3 1.026
8 H -1.00 -2.16 -0.42  C3 1.078
9 H -2.68 -1.60 -0.55  C3 1.234
10 C 0.85 1.68 2.55  C11 1.573, H13 1.126, H14 1.187, H15 1.142
11 C 0.56 0.32 1.82  C10 1.573, S12 1.926, H16 1.073, H17 1.101
12 S 1.63 0.10 0.23  C11 1.926
13 H 1.94 1.84 2.76  C10 1.126
14 H 0.56 2.55 1.80  C10 1.187
15 H 0.28 1.70 3.54  C10 1.142
16 H 0.82 -0.53 2.43  C11 1.073
17 H -0.52 0.16 1.65  C11 1.101

These are the natural (NBO) partial charges, in e, on atoms 1 to 5: C -0.7510; S 0.1266; C -0.7249; H 0.2380; H 0.2534

The most stable structure shown above is entry i; the least stable is entry ii.